Formula: CHClO2PS
Source: OMol25
Level of theory: wB97M-V/def2-TZVPD

Cartesian coordinates (Å):
C 1.39089 -0.22719 0.31325
O 2.04779 -0.95553 0.97931
O 0.02267 -0.88430 -0.13245
P -1.03526 0.27760 -0.70985
S 1.63599 1.28374 -0.32644
Cl -2.72271 -0.70678 -0.45987
H -1.33938 1.21246 0.33606

Properties
- HOMO energy: -4.080 eV
- SMILES: [O-]C(=S)OPCl
- Frontier orbital gap: 7.6361 eV
- E_LUMO: 3.56 eV
- Energy relative to the best compared isomer or geometry (same formula, charge and spin): 31.0 kcal/mol
- Calculated total energy: -1389.0265 Ha
- Charge: -1
- F_max: 0.064 hartree/bohr

These are the Löwdin partial charges, in e, on atoms 1 to 6: atom 1 (C): -1.0996, atom 2 (O): -0.0340, atom 3 (O): -0.5470, atom 4 (P): 0.2421, atom 5 (S): 0.4530, atom 6 (Cl): 0.1005